[1]
A single C22H26FN7 molecule in a non-equilibrium geometry. Source: the Open Molecules 2025 dataset; level of theory: ωB97M-V/def2-TZVPD.

```
56
Properties=species:S:1:pos:R:3:forces:R:3
F 0.09480 2.64259 -4.33512 -0.192 -0.179 0.050
C -0.62919 1.56619 -4.74999 0.088 -0.001 -0.124
C -0.74749 1.37493 -6.10896 0.053 0.035 0.150
C -1.50430 0.31953 -6.58906 -0.039 -0.051 0.024
C -2.12444 -0.52622 -5.68736 -0.039 -0.031 -0.180
C -1.98753 -0.33306 -4.32568 0.145 0.071 0.131
C -1.22966 0.72178 -3.80569 -0.002 0.015 -0.340
N -1.13194 0.98219 -2.44762 -0.070 0.356 0.168
C 0.17533 1.15867 -1.84792 0.300 0.085 0.165
C 0.03158 2.02838 -0.59550 0.148 -0.048 -0.210
N -0.89128 1.48477 0.37891 0.171 0.055 0.153
C -0.32695 0.55960 1.34753 -0.181 0.307 0.068
C -1.32078 0.34857 2.47511 0.011 -0.054 0.221
C -2.17558 -0.74447 2.53644 0.047 0.063 0.099
C -3.06166 -0.83130 3.60093 0.036 -0.136 -0.222
N -3.14033 0.07079 4.56213 -0.389 -0.094 0.407
C -2.33220 1.11441 4.49789 0.265 0.290 -0.062
C -1.40801 1.30197 3.48283 -0.096 -0.170 -0.065
C 0.17687 -0.74920 0.82590 0.839 -0.474 0.023
N -0.50514 -1.70422 0.23038 -0.454 0.655 0.274
N 0.35272 -2.67974 -0.03322 -0.326 -0.798 -0.431
N 1.51595 -2.38698 0.36665 1.263 -0.135 0.216
N 1.46663 -1.17109 0.91715 -1.601 0.103 -0.560
C 2.60506 -0.53126 1.53062 0.500 0.330 0.209
C 2.50302 -0.61890 3.07264 0.039 0.083 0.134
C 3.71517 -1.44106 3.52839 -0.002 -0.099 0.012
C 4.09758 -2.25940 2.29820 0.100 0.103 0.051
C 3.89770 -1.26628 1.15803 -0.004 -0.157 -0.068
C -2.15829 1.17435 -0.25071 -0.236 -0.175 -0.185
C -2.05153 0.33388 -1.53275 -0.164 -0.018 0.183
H -0.25717 2.06719 -6.77562 0.059 0.091 -0.034
H -1.60729 0.16623 -7.65148 -0.009 -0.013 -0.101
H -2.71501 -1.35656 -6.04450 -0.052 -0.069 -0.024
H -2.46160 -1.02637 -3.65002 -0.034 -0.042 0.110
H 0.85574 1.64245 -2.54477 -0.058 -0.031 0.008
H 0.60528 0.17734 -1.58300 0.025 0.076 -0.049
H 1.00757 2.18618 -0.13039 0.018 0.013 0.035
H -0.36512 3.00170 -0.90279 0.111 -0.001 -0.060
H 0.53728 1.08762 1.77514 -0.124 -0.130 -0.038
H -2.15181 -1.50972 1.77553 -0.022 -0.045 0.013
H -3.74262 -1.66763 3.68643 -0.025 -0.109 -0.072
H -2.42954 1.83211 5.30175 0.066 0.114 0.034
H -0.77191 2.17350 3.47059 0.073 0.124 0.005
H 2.62141 0.50638 1.17996 -0.046 -0.182 0.021
H 1.57492 -1.12236 3.35008 -0.018 0.063 -0.033
H 2.49093 0.37041 3.52836 -0.070 0.029 0.018
H 4.53687 -0.77552 3.79691 0.043 -0.007 0.053
H 3.48287 -2.06201 4.39113 0.042 0.030 0.083
H 3.41617 -3.10101 2.17214 0.008 -0.061 -0.013
H 5.11626 -2.63773 2.34641 0.031 -0.084 -0.011
H 4.72055 -0.55117 1.13301 -0.004 0.050 0.013
H 3.81782 -1.75104 0.18763 0.088 0.113 -0.032
H -2.80276 0.66458 0.46518 -0.053 0.066 -0.046
H -2.61542 2.13755 -0.50504 -0.079 -0.102 -0.026
H -3.04023 0.29447 -1.99194 0.002 -0.002 0.016
H -1.72931 -0.68599 -1.28086 -0.181 0.175 -0.164
```
Positions in Å, forces in eV/Å.

Its HOMO energy is -7.8 eV. The frontier orbital gap comes out at 8.24 eV. Its structure (SMILES) is Fc1ccccc1N1CCN([C@@H](c2ccncc2)c2nnnn2C2CCCC2)CC1. The value obtained for the LUMO energy is 0.4 eV.



[2]
2 unconnected molecules or ions with the total composition C12H14O in a non-equilibrium geometry. Source: the Open Molecules 2025 dataset; level of theory: ωB97M-V/def2-TZVPD.

```
27
Properties=species:S:1:pos:R:3:forces:R:3
C -0.66012 0.13910 3.44419 1.684 0.324 -0.801
C 0.59571 -0.45325 3.07632 -2.312 3.625 -3.426
C -1.20421 1.14688 2.65791 1.215 0.216 -0.452
C 1.22203 -0.08666 1.86245 -2.903 1.317 0.198
C -0.54070 1.52588 1.47648 0.894 -1.656 -0.791
C 0.61871 0.86955 0.95990 -0.283 -1.272 3.887
C -1.03819 -1.15572 -0.92321 0.607 -0.439 1.181
C -0.01835 -0.65400 -1.53103 3.340 4.012 2.032
C 1.71089 2.16533 -1.05184 -0.333 1.164 -1.134
C 1.21574 1.03740 -0.31919 -4.640 -1.971 -2.010
C -1.80380 -2.14478 -1.63280 -2.588 -0.971 -1.901
C 0.56993 -0.79656 -2.86888 -3.563 -0.229 -0.657
O 2.46843 0.98289 -0.68308 2.653 -0.044 -0.410
H -1.14269 0.02330 4.37852 -0.120 -0.778 0.902
H 1.20181 -1.03596 3.60879 1.516 -2.627 2.783
H -2.04063 1.74155 3.04223 0.170 -0.420 -0.412
H 2.12149 -0.54085 1.58273 1.270 -0.642 -0.306
H -0.96388 2.20751 0.80493 -0.798 1.291 -0.612
H -1.45706 -0.97958 0.04296 0.540 0.948 0.821
H 1.54181 2.40130 -2.15079 0.197 -0.788 1.511
H 1.93931 3.02937 -0.42921 0.226 0.005 -0.256
H -2.26628 -1.42504 -2.37272 -0.382 -1.443 0.037
H -1.17807 -2.86533 -2.22798 -0.887 0.350 0.768
H -2.65458 -2.59844 -1.00159 1.515 0.338 -1.181
H 0.78863 -1.83805 -3.03437 0.596 -0.406 -0.349
H -0.35461 -0.57556 -3.53846 1.471 -0.336 0.437
H 1.32869 -0.12025 -3.17223 0.916 0.433 0.139
```
Positions in Å, forces in eV/Å.

Its HOMO energy (alpha / beta) is -7.3 / -7.3 eV. The frontier orbital gap (alpha / beta) comes out at 7.68 / 7.68 eV. The energy relative to the best compared isomer or geometry (same formula, charge and spin) is 5.0628 eV. The value obtained for the LUMO energy (alpha / beta) is 0.4 / 0.4 eV.



[3]
A single C3H8NO molecule in a non-equilibrium geometry. Source: the Open Molecules 2025 dataset; level of theory: ωB97M-V/def2-TZVPD.

```
13
Properties=species:S:1:pos:R:3:forces:R:3
C -0.79154 0.05251 0.55183 0.702 0.191 0.472
C 0.57405 0.05458 -0.14113 -0.283 -0.451 -0.133
C 0.57654 -0.96840 -1.31888 -1.472 0.462 0.344
O 1.73084 -0.87161 -1.97959 0.488 -0.242 -0.113
N -0.84840 1.10400 1.57586 -0.122 0.043 -0.346
H -1.53981 0.20384 -0.22439 -0.326 0.058 0.262
H -0.97988 -0.88279 1.07868 -0.069 -0.185 -0.290
H 1.37493 -0.22588 0.54037 0.058 0.195 0.132
H 0.71304 1.06646 -0.51036 0.397 0.024 -0.198
H 0.27381 -1.94297 -0.90153 0.623 -0.182 -0.075
H -0.28284 -0.63687 -1.92991 0.190 0.063 -0.275
H -0.00242 1.03404 2.13257 -0.122 0.019 0.160
H -0.79832 2.01309 1.12647 -0.063 0.005 0.059
```
Positions in Å, forces in eV/Å.

Its HOMO energy (alpha / beta) is -9.6 / -9.7 eV. The frontier orbital gap (alpha / beta) comes out at 10.63 / 8.20 eV. The energy relative to the best compared isomer or geometry (same formula, charge and spin) is 0.2301 eV. The multiplicity is 2. The value obtained for the LUMO energy (alpha / beta) is 1.0 / -1.5 eV.